# 1
Density functional theory data (the ωB97M-V functional and the def2-TZVPD basis) for a structure of composition C39H49B2Cl42NO8 at a distorted geometry.

Values from the calculation:
- orbital gap (eV) = 8.8
- HOMO energy (hartree) = -0.3178

```
! wB97M-V def2-TZVPD RIJCOSX def2/J DEFGRID3
* xyz 0 1
C -2.86 3.55 -1.40
C -3.08 2.37 -1.10
C -3.45 0.89 -0.84
B -5.10 0.85 -0.90
O -5.88 -0.12 -0.22
C -5.96 1.96 -1.72
C -6.32 3.08 -0.62
O -3.24 0.77 0.61
C -2.93 -0.62 0.79
O -3.36 -1.38 1.61
C -1.86 -0.83 -0.38
C -0.69 0.15 0.14
O -0.61 -0.08 1.56
C 0.07 0.95 2.22
C 1.34 1.47 1.61
C 2.09 2.59 2.22
C 1.59 3.25 3.48
C 0.37 2.71 4.11
C -0.43 1.54 3.49
B -1.07 -2.22 -0.49
O -0.11 -2.50 -1.50
O -1.37 -3.25 0.44
C -0.38 -4.28 0.44
C -0.65 -5.39 1.56
C -2.67 -0.28 -1.66
N -3.83 -1.06 -2.15
C -3.51 -2.02 -2.89
O -3.02 -2.94 -3.43
O -1.61 0.07 -2.51
C -2.02 0.73 -3.72
C -0.77 1.44 -4.43
C 0.55 0.60 -4.34
C -0.66 2.90 -3.84
C 0.44 3.81 -4.50
C 1.66 3.98 -3.49
C -0.19 5.28 -4.67
H -2.83 4.65 -1.55
H -5.43 -0.99 -0.18
H -6.96 1.54 -2.05
H -5.39 2.38 -2.58
H -6.53 2.58 0.38
H -7.23 3.67 -0.89
H -5.44 3.76 -0.42
H -0.85 1.23 -0.15
H 0.31 -0.14 -0.30
H 1.77 1.04 0.67
H 3.04 3.01 1.78
H 2.16 4.12 3.91
H -0.02 3.18 5.05
H -1.36 1.14 3.96
H 0.68 -1.95 -1.37
H -0.32 -4.86 -0.54
H 0.66 -3.84 0.60
H 0.31 -5.94 1.83
H -1.06 -4.95 2.50
H -1.34 -6.19 1.15
H -2.34 -0.08 -4.46
H -2.89 1.43 -3.63
H -1.06 1.50 -5.53
H 0.73 0.10 -3.35
H 0.64 -0.20 -5.15
H 1.43 1.30 -4.49
H -0.50 2.78 -2.72
H -1.69 3.36 -3.94
H 0.87 3.41 -5.46
H 1.24 4.29 -2.49
H 2.30 4.83 -3.84
H 2.29 3.05 -3.41
H 0.61 6.03 -4.44
H -0.59 5.36 -5.72
H -1.00 5.37 -3.89
C -1.90 3.96 -8.85
Cl -3.17 2.77 -8.52
Cl -2.34 5.53 -8.16
Cl -0.35 3.40 -8.21
H -1.81 4.07 -9.92
C -6.96 6.72 -2.17
Cl -6.46 5.50 -3.35
Cl -8.54 6.32 -1.50
Cl -5.75 6.87 -0.88
H -7.03 7.67 -2.68
C 3.51 -3.59 2.43
Cl 5.14 -3.35 1.77
Cl 2.41 -2.33 1.87
Cl 2.89 -5.18 1.99
H 3.57 -3.53 3.51
C 1.50 -0.41 6.43
Cl 1.03 -0.10 8.11
Cl 0.72 0.75 5.32
Cl 3.26 -0.35 6.26
H 1.17 -1.41 6.17
C 3.12 1.87 10.42
Cl 2.66 2.19 12.09
Cl 2.34 3.02 9.33
Cl 4.88 1.93 10.23
H 2.79 0.87 10.15
C 5.78 -7.98 0.78
Cl 7.34 -8.35 0.04
Cl 5.48 -6.24 0.79
Cl 4.47 -8.83 -0.07
H 5.80 -8.33 1.81
C -0.65 -0.11 13.20
Cl -0.16 1.34 14.09
Cl -2.41 -0.18 13.06
Cl 0.10 -0.15 11.61
H -0.32 -0.98 13.76
C 3.25 8.32 -5.68
Cl 3.32 7.08 -6.94
Cl 1.58 8.79 -5.36
Cl 4.02 7.74 -4.20
H 3.79 9.19 -6.03
C -0.79 8.86 -10.00
Cl -2.53 9.08 -9.73
Cl 0.11 9.16 -8.52
Cl -0.46 7.24 -10.63
H -0.47 9.59 -10.75
C 8.52 0.86 8.88
Cl 7.04 0.04 8.35
Cl 9.95 0.00 8.31
Cl 8.53 2.53 8.30
H 8.53 0.87 9.96
C 0.73 -9.84 0.83
Cl 1.75 -8.48 1.28
Cl 1.45 -11.36 1.36
Cl -0.89 -9.65 1.52
H 0.64 -9.86 -0.25
C -0.02 -2.08 -7.49
Cl 1.54 -2.46 -8.23
Cl -0.31 -0.34 -7.50
Cl -1.33 -2.93 -8.32
H 0.00 -2.42 -6.46
C -2.34 -13.19 1.54
Cl -2.28 -14.39 0.25
Cl -4.01 -12.72 1.87
Cl -1.57 -13.82 3.01
H -1.79 -12.31 1.22
C 5.44 -6.16 5.22
Cl 5.55 -7.61 4.23
Cl 6.66 -4.97 4.74
Cl 3.82 -5.46 5.13
H 5.63 -6.44 6.25
*
```

=====

# 2
Density functional theory data (the ωB97M-V functional and the def2-TZVPD basis) for the molecule C4HNO at a distorted geometry.

Values from the calculation:
- SMILES = C#CC(=O)C#N
- orbital gap (eV) = 9.3
- energy relative to the best compared isomer or geometry (same formula, charge and spin) (kJ/mol) = 210.0
- HOMO energy (hartree) = -0.4068

```
! wB97M-V def2-TZVPD RIJCOSX def2/J DEFGRID3
* xyz 0 1
C 0.41 -0.06 0.35
C -0.73 -0.90 0.04
C -1.25 -2.05 -0.48
C 0.09 1.30 -0.27
H -2.10 -2.87 -0.70
N -0.15 2.47 -0.35
O 1.50 -0.51 0.66
*
```

=====

# 3
Density functional theory data (the ωB97M-V functional and the def2-TZVPD basis) for a structure of composition C2H19FeO10 at a distorted geometry.

Values from the calculation:
- <S²> = 6.006
- orbital gap (alpha / beta) (eV) = 4.4 / 4.1
- energy relative to the best compared isomer or geometry (same formula, charge and spin) (kJ/mol) = 274.6
- HOMO energy (alpha / beta) (hartree) = -0.4476 / -0.4474

```
! wB97M-V def2-TZVPD RIJCOSX def2/J DEFGRID3
* xyz 1 5
Fe 19.96 17.72 34.61
C 23.18 15.23 32.91
C 22.46 16.50 33.05
O 21.54 16.54 33.85
O 22.85 17.47 32.36
H 23.49 15.18 31.86
H 22.57 14.35 33.11
H 23.97 15.07 33.65
O 23.01 18.82 30.01
H 23.03 18.13 29.35
H 22.79 18.37 30.82
O 24.62 13.63 29.45
H 24.03 13.03 29.90
H 24.20 13.80 28.61
O 26.06 14.71 31.75
H 25.54 14.49 30.97
H 25.98 15.67 31.82
O 23.88 19.84 33.67
H 23.41 19.89 34.51
H 23.66 18.98 33.32
O 21.21 12.94 30.80
H 20.68 12.89 31.60
H 21.70 12.12 30.80
O 19.95 14.18 33.14
H 20.27 13.46 33.68
H 20.62 14.85 33.21
O 19.31 16.01 35.69
H 19.05 15.13 35.41
H 19.52 15.91 36.62
O 25.62 17.47 31.70
H 24.69 17.30 31.84
H 25.65 18.35 31.32
*
```

=====

# 4
Density functional theory data (the ωB97M-V functional and the def2-TZVPD basis) for the ion C4H8NO2 with charge -1 at a distorted geometry.

Values from the calculation:
- SMILES = NC(=O)CCC[O-]
- orbital gap (eV) = 6.1
- energy relative to the best compared isomer or geometry (same formula, charge and spin) (kJ/mol) = 193.4
- HOMO energy (hartree) = -0.0905

```
! wB97M-V def2-TZVPD RIJCOSX def2/J DEFGRID3
* xyz -1 1
C -1.00 1.72 -0.27
O -2.12 2.25 -0.76
C -1.12 0.19 0.07
C 0.13 -0.30 0.85
C 0.83 -1.41 0.16
N 1.73 -1.19 -0.84
O 0.85 -2.55 0.63
H -0.07 1.83 -0.91
H -0.72 2.15 0.74
H -1.97 0.15 0.74
H -1.34 -0.40 -0.82
H 0.87 0.48 1.08
H -0.17 -0.61 1.84
H 2.28 -1.98 -1.13
H 1.83 -0.34 -1.37
*
```

=====

# 5
Density functional theory data (the ωB97M-V functional and the def2-TZVPD basis) for the molecule C6H8N2 at a distorted geometry.

Values from the calculation:
- SMILES = [H]/N=C(\C#C)N1CCC1
- orbital gap (eV) = 9.3
- energy relative to the best compared isomer or geometry (same formula, charge and spin) (kJ/mol) = 697.6
- HOMO energy (hartree) = -0.3217

```
! wB97M-V def2-TZVPD RIJCOSX def2/J DEFGRID3
* xyz 0 1
C 0.85 0.81 -0.14
C 1.73 -0.41 -0.12
C 2.11 -1.72 0.19
C -1.66 0.88 0.06
C -2.35 -0.56 0.23
C -0.95 -1.12 -0.21
H 2.35 1.79 0.40
H 2.82 -2.58 0.30
H -1.23 1.49 0.94
H -2.12 1.75 -0.43
H -2.69 -0.98 1.24
H -2.84 -1.11 -0.58
H -0.87 -1.52 -1.22
H -0.37 -1.99 0.59
N 1.29 1.96 0.09
N -0.35 0.30 -0.29
*
```

=====

# 6
Density functional theory data (the ωB97M-V functional and the def2-TZVPD basis) for a cluster of 7 separate species, C18H37N4O26S6 in total at a distorted geometry.

Values from the calculation:
- orbital gap (eV) = 8.5
- HOMO energy (hartree) = -0.4397

```
! wB97M-V def2-TZVPD RIJCOSX def2/J DEFGRID3
* xyz 1 1
C -5.58 -2.98 -2.38
C -4.72 -1.61 -2.65
O -3.31 -1.93 -2.57
C -2.93 -2.33 -1.22
C -1.33 -2.12 -1.09
O -0.82 -2.09 0.28
C -1.30 -0.93 0.95
N -2.49 -1.16 1.84
C -2.70 0.24 2.28
N -3.65 0.77 3.09
N -1.71 1.18 1.75
N -0.87 0.45 0.95
H -4.95 -3.85 -2.80
H -6.64 -2.93 -2.85
H -5.66 -3.10 -1.23
H -5.03 -0.78 -1.90
H -5.01 -1.25 -3.70
H -3.56 -1.75 -0.45
H -3.15 -3.45 -1.12
H -0.84 -3.04 -1.60
H -1.06 -1.19 -1.72
H -3.89 1.77 2.93
H -4.21 0.26 3.79
H -1.66 2.19 1.94
H -0.05 0.84 0.42
C 1.21 4.85 0.96
C -0.05 4.81 0.10
O 0.39 4.36 -1.18
S 1.64 3.34 -0.98
O 1.13 1.99 -1.02
O 2.72 3.78 -1.80
O 1.98 3.70 0.56
H 1.80 5.75 0.74
H 0.98 4.82 2.02
H -0.53 5.79 0.02
H -0.77 4.08 0.49
C 3.10 6.35 -5.56
C 2.85 6.15 -4.07
O 3.36 7.33 -3.45
S 3.17 8.59 -4.46
O 1.98 9.29 -4.09
O 4.44 9.24 -4.62
O 2.85 7.73 -5.81
H 4.14 6.13 -5.82
H 2.44 5.73 -6.17
H 3.34 5.27 -3.68
H 1.78 6.10 -3.85
C 0.93 -2.09 4.04
C 0.11 -0.84 4.32
O 0.18 -0.65 5.73
S 1.63 -1.17 6.26
O 2.50 -0.04 6.37
O 1.41 -2.10 7.33
O 2.05 -2.01 4.93
H 0.37 -3.00 4.29
H 1.27 -2.14 3.01
H -0.93 -0.95 4.00
H 0.54 0.04 3.83
C -4.14 -8.60 -3.15
C -3.57 -7.75 -4.28
O -4.19 -6.47 -4.13
S -4.47 -6.20 -2.56
O -3.39 -5.39 -2.05
O -5.85 -5.86 -2.39
O -4.24 -7.72 -2.03
H -5.14 -8.96 -3.39
H -3.49 -9.45 -2.91
H -3.79 -8.17 -5.27
H -2.49 -7.61 -4.17
C 6.39 6.55 0.85
C 5.56 7.63 1.54
O 4.23 7.12 1.55
S 4.28 5.50 1.67
O 4.09 5.14 3.05
O 3.49 4.94 0.61
O 5.85 5.31 1.31
H 6.27 6.60 -0.23
H 7.45 6.63 1.10
H 5.61 8.59 1.02
H 5.88 7.77 2.58
C 0.26 -7.19 1.66
C -0.01 -6.74 3.09
O 1.23 -6.22 3.56
S 2.03 -5.55 2.31
O 1.78 -4.13 2.33
O 3.34 -6.11 2.26
O 1.14 -6.20 1.12
H 0.77 -8.15 1.64
H -0.66 -7.25 1.07
H -0.35 -7.56 3.73
H -0.75 -5.93 3.12
*
```